Entry 1:
{"formula": "C20H25FN2O2", "method": "ωB97M-V with the def2-TZVPD basis set", "e_homo_ev": -7.652, "max_force_ha_per_bohr": 0.3194, "e_tot_ha": -1136.281891, "smiles": "COc1ccccc1N1CCN(CCCOc2ccc(F)cc2)CC1", "charge": 0, "symbols": ["C", "O", "C", "C", "C", "C", "C", "C", "N", "C", "C", "N", "C", "C", "C", "O", "C", "C", "C", "C", "F", "C", "C", "C", "C", "H", "H", "H", "H", "H", "H", "H", "H", "H", "H", "H", "H", "H", "H", "H", "H", "H", "H", "H", "H", "H", "H", "H", "H", "H"], "coordinates": [[3.348, -3.307, -0.451], [2.061, -2.929, 0.022], [1.300, -3.954, 0.577], [1.762, -5.260, 0.928], [1.060, -6.161, 1.650], [-0.449, -5.699, 2.118], [-0.778, -4.384, 2.039], [0.132, -3.381, 1.318], [-0.414, -2.040, 1.529], [-1.722, -1.839, 0.818], [-2.146, -0.592, 1.229], [-1.276, 0.665, 1.328], [-1.868, 1.782, 1.722], [-0.997, 3.051, 1.395], [-1.036, 3.073, -0.221], [-0.155, 4.152, -0.623], [-0.336, 4.266, -2.116], [-0.516, 3.491, -3.128], [-0.093, 3.605, -4.566], [0.405, 4.863, -4.687], [0.800, 5.072, -6.044], [1.103, 5.615, -3.730], [0.782, 5.447, -2.484], [-0.066, 0.210, 1.791], [0.738, -1.005, 1.265], [3.700, -2.366, -1.036], [3.896, -3.570, 0.268], [3.140, -4.237, -1.086], [2.442, -5.539, 0.495], [1.260, -7.049, 1.547], [-0.889, -6.287, 2.591], [-1.578, -3.854, 2.374], [-2.159, -2.677, 0.802], [-1.553, -1.628, -0.266], [-2.973, -0.274, 1.199], [-2.296, -0.819, 2.527], [-2.844, 1.877, 1.622], [-1.617, 1.993, 2.846], [-1.382, 4.069, 1.659], [-0.059, 3.126, 1.619], [-2.124, 3.174, -0.606], [-0.674, 2.052, -0.742], [-1.022, 2.485, -2.874], [-0.488, 2.922, -5.294], [1.480, 6.451, -4.162], [0.936, 6.107, -1.654], [0.594, 1.211, 1.729], [-0.027, 0.095, 3.055], [1.703, -1.234, 1.561], [0.898, -0.770, 0.150]], "lowdin_charge": [-0.04, -0.17, -0.13, -0.04, 0.07, 0.04, 0.00, -0.06, -0.06, -0.17, -0.12, -0.19, -0.24, -0.10, -0.21, -0.11, -0.15, -0.09, 0.05, -0.23, -0.03, -0.06, 0.06, -0.24, -0.08, 0.14, 0.01, 0.12, -0.03, 0.00, -0.05, 0.07, 0.05, 0.16, 0.00, 0.20, 0.09, 0.14, 0.13, 0.02, 0.14, 0.14, 0.13, 0.11, 0.09, 0.10, 0.14, 0.17, 0.09, 0.14]}

=====

Entry 2:
{"formula": "C20H25IrN3O7S2", "method": "ωB97M-V with the def2-TZVPD basis set", "e_homo_ev": [-14.711, -14.739], "max_force_ha_per_bohr": 0.0890, "e_tot_ha": -2368.105945, "multiplicity": 2, "charge": 2, "symbols": ["Ir", "C", "C", "N", "C", "C", "S", "C", "C", "N", "H", "H", "H", "H", "H", "H", "H", "H", "H", "H", "H", "H", "H", "H", "O", "C", "O", "C", "C", "C", "C", "C", "C", "N", "O", "O", "H", "H", "H", "H", "C", "C", "C", "C", "C", "C", "C", "S", "O", "O", "O", "H", "H", "H", "H", "H", "H", "H"], "coordinates": [[0.471, 0.184, -0.108], [-0.720, -0.225, 2.599], [-1.186, -1.498, 1.939], [-0.374, -1.689, 0.720], [-0.976, -2.452, -0.388], [-2.129, -1.706, -1.025], [-1.783, 0.077, -1.133], [-2.788, 0.736, 0.242], [-1.944, 1.529, 1.214], [-0.676, 0.861, 1.589], [-1.362, 0.053, 3.437], [0.296, -0.354, 2.973], [-1.039, -2.342, 2.615], [-2.242, -1.468, 1.682], [0.499, -2.171, 0.991], [-0.186, -2.618, -1.117], [-1.312, -3.432, -0.038], [-2.285, -2.061, -2.043], [-3.074, -1.814, -0.494], [-3.523, 1.405, -0.208], [-3.336, -0.085, 0.694], [-1.660, 2.474, 0.758], [-2.531, 1.750, 2.110], [-0.058, 1.596, 1.934], [0.672, 1.459, -1.934], [0.724, 2.540, -1.277], [0.506, 2.414, -0.023], [1.020, 3.831, -1.888], [1.261, 3.923, -3.261], [1.550, 5.154, -3.822], [1.612, 6.288, -3.022], [1.366, 6.168, -1.665], [1.067, 4.962, -1.076], [1.424, 7.374, -0.807], [1.769, 8.406, -1.331], [1.118, 7.229, 0.359], [1.225, 3.032, -3.873], [1.726, 5.241, -4.885], [1.851, 7.259, -3.434], [0.879, 4.904, -0.015], [8.197, -2.060, -1.686], [6.810, -1.890, -1.150], [6.271, -0.618, -0.944], [4.983, -0.458, -0.474], [4.238, -1.600, -0.191], [4.753, -2.887, -0.359], [6.037, -3.015, -0.841], [2.601, -1.447, 0.289], [2.319, -0.124, 0.962], [2.201, -2.581, 1.084], [1.713, -1.304, -0.958], [8.663, -1.107, -1.923], [8.184, -2.680, -2.583], [8.824, -2.584, -0.962], [6.876, 0.254, -1.153], [4.567, 0.527, -0.310], [4.160, -3.754, -0.102], [6.461, -4.002, -0.974]], "lowdin_charge": [1.48, -0.12, -0.12, -0.15, -0.21, -0.35, 1.06, -0.35, -0.20, -0.16, 0.15, 0.14, 0.16, 0.12, 0.07, 0.12, 0.16, 0.11, 0.10, 0.11, 0.08, 0.12, 0.15, 0.14, -0.08, -0.54, -0.08, -0.13, 0.02, -0.01, 0.05, -0.11, 0.08, -0.35, 0.12, 0.09, 0.13, 0.12, 0.14, 0.13, -0.02, -0.22, 0.00, -0.03, -0.31, -0.02, 0.00, 0.63, -0.38, -0.25, -0.40, 0.09, 0.10, 0.10, 0.13, 0.12, 0.13, 0.13]}

=====

Entry 3:
{"formula": "C20H25N2O2S2", "method": "ωB97M-V with the def2-TZVPD basis set", "e_homo_ev": -10.942, "max_force_ha_per_bohr": 0.0391, "e_tot_ha": -1833.128850, "charge": 1, "symbols": ["C", "C", "C", "C", "C", "C", "N", "C", "C", "O", "C", "C", "C", "C", "C", "C", "C", "C", "N", "O", "H", "H", "H", "H", "H", "H", "H", "H", "H", "H", "H", "H", "H", "H", "H", "H", "H", "H", "C", "C", "S", "C", "S", "C", "H", "H", "H", "H", "H", "H", "H"], "coordinates": [[-2.809, 2.143, 4.007], [-2.205, 1.048, 3.268], [-2.768, 0.028, 2.539], [-1.689, -0.737, 2.008], [-0.525, -0.118, 2.405], [0.850, -0.377, 1.907], [1.219, -1.781, 1.796], [1.242, -2.637, 2.968], [2.068, -1.979, 0.712], [2.821, -2.933, 0.573], [1.851, -0.776, -0.243], [3.174, -0.065, -0.645], [3.075, 1.396, -1.032], [4.165, 2.252, -0.781], [4.086, 3.615, -1.090], [2.923, 4.127, -1.690], [1.856, 3.272, -1.994], [1.936, 1.907, -1.675], [0.940, 0.000, 0.524], [-0.824, 0.980, 3.187], [-3.874, 2.178, 3.760], [-2.744, 1.983, 5.092], [-2.369, 3.116, 3.758], [-3.823, -0.157, 2.364], [-1.748, -1.622, 1.375], [1.608, 0.148, 2.530], [1.438, -3.669, 2.663], [2.005, -2.321, 3.692], [0.261, -2.579, 3.447], [1.318, -1.148, -1.149], [3.909, -0.148, 0.165], [3.599, -0.639, -1.483], [5.069, 1.835, -0.328], [4.934, 4.276, -0.884], [2.856, 5.188, -1.939], [0.955, 3.649, -2.495], [1.108, 1.233, -1.931], [0.633, 0.908, 0.212], [-3.399, -2.290, -3.505], [-2.729, -0.975, -3.892], [-1.128, -0.510, -3.069], [-1.411, -0.851, -1.448], [-1.837, -2.459, -1.127], [-3.470, -2.549, -2.008], [-4.420, -2.266, -3.891], [-2.899, -3.125, -3.997], [-2.467, -0.989, -4.958], [-3.378, -0.113, -3.697], [-1.449, -0.059, -0.703], [-4.117, -1.840, -1.486], [-3.817, -3.572, -1.811]], "lowdin_charge": [-0.02, -0.31, -0.02, -0.04, -0.20, -0.24, -0.04, -0.01, -0.37, 0.09, -0.24, -0.07, -0.22, -0.03, -0.07, -0.08, -0.08, -0.07, 0.04, 0.09, 0.09, 0.10, 0.10, 0.11, 0.06, 0.18, 0.10, 0.10, 0.09, 0.12, 0.13, 0.14, 0.12, 0.11, 0.11, 0.10, 0.08, 0.12, -0.27, -0.37, 0.99, -0.70, 0.95, -0.38, 0.13, 0.13, 0.10, 0.10, 0.06, 0.10, 0.10]}

=====

Entry 4:
{"formula": "C20H25N3O4S", "method": "ωB97M-V with the def2-TZVPD basis set", "e_homo_ev": -8.163, "max_force_ha_per_bohr": 0.0153, "e_tot_ha": -1640.557547, "smiles": "COc1ccc(CNS(=O)(=O)c2ccc(NC(=O)N3CCCCC3)cc2)cc1", "charge": 0, "symbols": ["C", "O", "C", "C", "C", "C", "C", "N", "S", "O", "O", "C", "C", "C", "C", "N", "C", "O", "N", "C", "C", "C", "C", "C", "C", "C", "C", "C", "H", "H", "H", "H", "H", "H", "H", "H", "H", "H", "H", "H", "H", "H", "H", "H", "H", "H", "H", "H", "H", "H", "H", "H", "H"], "coordinates": [[-0.468, -3.053, 0.240], [0.703, -3.161, -0.528], [1.811, -2.479, -0.133], [1.920, -1.742, 1.042], [3.102, -1.086, 1.335], [4.188, -1.139, 0.475], [5.439, -0.366, 0.785], [5.115, 1.051, 0.836], [4.544, 1.697, -0.614], [5.065, 0.970, -1.737], [4.811, 3.106, -0.531], [2.791, 1.429, -0.466], [2.096, 0.696, -1.406], [0.740, 0.479, -1.248], [0.079, 1.010, -0.140], [-1.274, 0.811, 0.111], [-2.207, 0.167, -0.684], [-1.956, -0.253, -1.795], [-3.435, -0.014, -0.111], [-3.905, 0.474, 1.166], [-4.739, 1.744, 0.977], [-5.919, 1.432, 0.057], [-5.418, 0.834, -1.256], [-4.534, -0.384, -0.984], [0.796, 1.768, 0.792], [2.149, 1.977, 0.627], [4.076, -1.883, -0.693], [2.907, -2.549, -0.992], [-0.799, -2.013, 0.321], [-1.224, -3.626, -0.294], [-0.334, -3.475, 1.243], [1.094, -1.670, 1.732], [3.179, -0.511, 2.247], [6.196, -0.570, 0.017], [5.835, -0.652, 1.765], [5.875, 1.626, 1.170], [2.630, 0.293, -2.251], [0.186, -0.094, -1.972], [-1.607, 1.278, 0.940], [-3.083, 0.634, 1.866], [-4.542, -0.310, 1.595], [-5.094, 2.102, 1.945], [-4.119, 2.523, 0.528], [-6.491, 2.340, -0.138], [-6.581, 0.718, 0.553], [-6.260, 0.540, -1.883], [-4.833, 1.578, -1.799], [-4.109, -0.770, -1.911], [-5.115, -1.175, -0.499], [0.284, 2.189, 1.646], [2.720, 2.559, 1.331], [4.907, -1.924, -1.380], [2.809, -3.126, -1.898]], "lowdin_charge": [-0.08, -0.07, -0.28, -0.02, -0.04, -0.26, -0.20, -0.12, 0.66, -0.28, -0.30, -0.29, -0.04, 0.01, -0.22, 0.15, -0.50, 0.06, -0.05, -0.16, -0.18, -0.20, -0.17, -0.15, -0.01, -0.07, -0.04, 0.00, 0.08, 0.10, 0.10, 0.11, 0.12, 0.12, 0.13, 0.11, 0.12, 0.11, 0.12, 0.11, 0.13, 0.11, 0.12, 0.11, 0.11, 0.11, 0.12, 0.12, 0.13, 0.11, 0.12, 0.12, 0.12]}